#i
98
Properties=species:S:1:pos:R:3:lowdin_spin:R:1 method="wB97M-V/def2-TZVPD" multiplicity=6 s_squared=8.772 total_charge=+2 e_lumo_ev="-4.40 / -6.68" homo_energy_ev="-12.5 / -12.6"
Fe -1.14 1.28 0.59 3.7519
C -5.78 -0.02 -2.19 0.0056
N -4.42 -0.15 -1.68 0.0428
C -3.72 -1.32 -1.61 0.0596
C -2.48 -1.00 -1.11 0.0388
N -2.43 0.34 -0.87 0.0743
C -3.60 0.85 -1.24 0.0360
P -4.17 2.55 -1.29 0.5170
C -2.59 3.40 -1.32 0.0388
N -1.41 3.06 -0.81 0.0770
C -0.54 4.06 -1.16 0.0330
C -1.21 5.03 -1.84 0.0451
N -2.50 4.62 -1.93 0.0350
C -3.58 5.36 -2.58 0.0072
C -3.87 2.26 2.22 0.0193
N -2.70 2.51 1.70 0.0387
C -2.47 3.84 2.00 0.0021
C -3.52 4.35 2.68 0.0029
N -4.43 3.33 2.82 0.0019
C -5.70 3.37 3.53 0.0006
H -5.99 -0.87 -2.84 0.0006
H -6.50 0.00 -1.37 0.0009
H -5.87 0.89 -2.78 0.0053
H -4.13 -2.25 -1.95 0.0038
H -1.65 -1.64 -0.90 0.0016
H 0.50 4.04 -0.92 0.0016
H -0.88 5.96 -2.27 0.0032
H -3.15 6.17 -3.16 0.0005
H -4.13 4.70 -3.25 0.0059
H -4.26 5.77 -1.83 0.0009
H -1.56 4.33 1.68 0.0000
H -3.71 5.33 3.09 0.0003
H -5.59 2.94 4.53 0.0000
H -6.01 4.40 3.61 0.0001
H -6.45 2.81 2.97 0.0001
N 1.04 2.74 1.19 0.0231
N 1.82 2.18 2.20 0.0028
C 1.33 1.20 2.98 0.0108
N 2.14 0.71 3.92 0.0052
S -0.23 0.58 2.79 0.0352
H 1.55 2.60 0.32 -0.0001
H 0.93 3.73 1.38 0.0001
H 2.81 2.37 2.20 0.0007
H 3.01 1.15 4.17 0.0005
H 1.79 -0.03 4.51 0.0005
C 1.31 1.49 -3.23 0.0003
O 1.99 0.50 -2.43 0.0009
C 1.48 0.24 -1.24 0.0029
O 0.44 0.75 -0.87 0.0312
C 2.25 -0.83 -0.55 0.0002
C 3.55 -0.66 -0.27 -0.0002
As 4.78 -2.09 0.35 0.0000
C 6.05 -1.95 -1.15 0.0000
C 3.84 -3.63 -0.44 0.0000
C 2.56 -3.71 -0.76 0.0000
As 1.18 -2.45 -0.17 -0.0002
C 1.58 -2.58 1.75 0.0001
C 1.93 -4.92 -1.39 0.0000
O 1.18 -5.64 -0.78 0.0000
O 2.19 -4.98 -2.69 0.0000
C 1.72 -6.18 -3.34 0.0000
C 4.66 -4.89 -0.56 0.0000
O 4.25 -5.92 -1.03 0.0000
O 5.85 -4.76 0.02 0.0000
C 6.65 -5.95 0.05 0.0000
C 4.08 0.74 -0.35 0.0000
O 3.38 1.73 -0.20 0.0000
O 5.39 0.81 -0.49 0.0000
C 5.98 2.12 -0.51 0.0000
H 1.71 1.38 -4.23 0.0000
H 1.52 2.48 -2.83 0.0002
H 0.24 1.30 -3.21 0.0000
H 6.75 -1.14 -0.96 0.0000
H 5.53 -1.78 -2.09 0.0000
H 6.59 -2.89 -1.19 0.0000
H 2.56 -3.01 1.93 0.0000
H 0.80 -3.20 2.19 0.0000
H 1.52 -1.58 2.18 0.0001
H 2.29 -6.26 -4.26 0.0000
H 0.65 -6.08 -3.57 0.0000
H 1.88 -7.04 -2.70 0.0000
H 7.59 -5.66 0.52 0.0000
H 6.82 -6.32 -0.96 0.0000
H 6.15 -6.72 0.64 0.0000
H 7.05 1.95 -0.44 0.0000
H 5.62 2.71 0.33 0.0000
H 5.73 2.62 -1.44 0.0000
O -4.61 1.12 2.21 0.0038
C -4.05 -0.09 2.14 0.0019
C -4.95 -1.27 2.37 0.0010
C -3.96 -2.42 2.28 0.0012
C -2.64 -1.74 1.95 0.0013
O -1.59 -2.26 1.73 0.0007
N -2.82 -0.32 1.90 0.0230
H -5.72 -1.29 1.59 0.0002
H -5.46 -1.18 3.32 0.0000
H -4.19 -3.14 1.50 0.0004
H -3.85 -2.97 3.21 0.0000


#ii
98
Properties=species:S:1:pos:R:3:lowdin_spin:R:1 method="wB97M-V/def2-TZVPD" multiplicity=6 s_squared=8.771 total_charge=+2 e_lumo_ev="-4.95 / -6.52" homo_energy_ev="-12.5 / -12.8"
Fe 1.42 0.70 -0.09 3.7734
C 2.35 -0.20 -5.59 0.0049
N 1.63 -0.27 -4.31 0.0425
C 0.28 -0.37 -4.18 0.0653
C 0.02 -0.38 -2.83 0.0384
N 1.20 -0.29 -2.14 0.0764
C 2.18 -0.23 -3.05 0.0331
P 3.95 -0.27 -2.82 0.5240
C 3.98 -0.97 -1.16 0.0461
N 3.20 -0.72 -0.12 0.0687
C 3.65 -1.49 0.91 0.0232
C 4.73 -2.22 0.51 0.0359
N 4.94 -1.88 -0.80 0.0283
C 5.99 -2.44 -1.66 0.0095
C 3.79 2.80 -1.27 0.0201
N 3.39 2.00 -0.33 0.0360
C 4.35 2.11 0.66 0.0009
C 5.31 2.98 0.27 0.0032
N 4.95 3.42 -0.98 0.0011
C 5.62 4.45 -1.79 0.0005
H 1.75 -0.68 -6.36 0.0006
H 2.53 0.83 -5.88 0.0008
H 3.30 -0.72 -5.51 0.0050
H -0.39 -0.44 -5.03 0.0041
H -0.93 -0.45 -2.33 0.0017
H 3.16 -1.49 1.88 0.0011
H 5.35 -2.94 1.02 0.0027
H 6.41 -3.31 -1.17 0.0007
H 5.57 -2.73 -2.62 0.0071
H 6.78 -1.71 -1.83 0.0009
H 4.27 1.55 1.58 0.0001
H 6.21 3.32 0.76 0.0004
H 5.13 5.41 -1.67 0.0000
H 6.65 4.53 -1.46 0.0001
H 5.60 4.17 -2.84 0.0001
N 1.46 0.22 2.68 0.0182
N 0.84 1.23 3.42 0.0015
C 0.47 2.40 2.86 0.0074
N -0.18 3.24 3.67 0.0034
S 0.78 2.83 1.26 0.0260
H 0.93 -0.63 2.85 0.0000
H 2.40 0.10 3.03 -0.0002
H 0.53 1.00 4.34 0.0005
H -0.27 3.07 4.66 0.0004
H -0.39 4.16 3.32 0.0004
C 0.98 -3.74 1.49 0.0005
O -0.26 -3.04 1.66 0.0018
C -0.33 -1.79 1.23 0.0030
O 0.60 -1.28 0.61 0.0275
C -1.63 -1.15 1.50 -0.0001
C -2.27 -1.31 2.66 0.0000
As -4.22 -1.06 2.91 0.0001
C -4.52 -3.02 2.94 0.0000
C -4.77 -0.97 1.00 0.0002
C -4.00 -0.70 -0.06 0.0022
As -2.21 0.13 0.14 0.0048
C -2.71 1.62 1.31 -0.0003
C -4.36 -0.73 -1.53 0.0002
O -3.96 0.14 -2.27 0.0002
O -5.00 -1.82 -1.91 0.0001
C -5.43 -1.89 -3.29 0.0000
C -6.28 -1.15 0.88 0.0001
O -6.93 -1.33 -0.11 0.0000
O -6.84 -1.04 2.10 0.0000
C -8.28 -1.11 2.14 0.0000
C -1.46 -1.67 3.89 0.0000
O -0.30 -1.36 4.03 0.0000
O -2.18 -2.26 4.83 0.0000
C -1.52 -2.62 6.06 0.0000
H 0.74 -4.80 1.54 0.0000
H 1.65 -3.48 2.31 0.0001
H 1.45 -3.49 0.54 0.0003
H -4.24 -3.42 3.91 0.0000
H -3.93 -3.49 2.16 0.0000
H -5.58 -3.21 2.76 0.0000
H -3.72 1.51 1.69 -0.0001
H -2.65 2.53 0.71 0.0000
H -2.01 1.70 2.14 0.0000
H -6.36 -2.44 -3.28 0.0000
H -4.68 -2.42 -3.87 0.0000
H -5.57 -0.90 -3.70 0.0000
H -8.54 -1.16 3.19 0.0000
H -8.64 -1.98 1.61 0.0000
H -8.71 -0.22 1.68 0.0000
H -2.29 -2.64 6.82 0.0000
H -0.76 -1.88 6.31 0.0000
H -1.06 -3.60 5.96 0.0000
O 3.22 3.08 -2.47 0.0120
C 1.90 3.03 -2.62 0.0033
C 1.33 3.61 -3.88 0.0009
C -0.16 3.61 -3.56 0.0013
C -0.24 2.94 -2.19 0.0014
O -1.21 2.78 -1.53 0.0009
N 1.08 2.57 -1.75 0.0244
H 1.59 2.97 -4.72 0.0001
H 1.74 4.60 -4.08 0.0000
H -0.78 3.05 -4.27 0.0004
H -0.58 4.61 -3.48 0.0000


Which one sits at the bottom of the stability order? #ii does.


#i
9
Properties=species:S:1:pos:R:3:lowdin_charge:R:1 method="wB97M-V/def2-TZVPD" e_lumo_ev="-1.93 / -1.96" homo_energy_ev="-9.0 / -8.9"
C -2.56 0.15 -0.67 0.1764
C 0.04 -0.68 0.18 -0.5158
C 1.20 0.31 0.10 -0.8186
F 1.52 0.47 -1.18 -0.0292
Br -0.11 -1.69 1.71 0.7504
Br 2.89 -0.04 1.21 0.5643
H -2.29 -0.08 -1.70 -0.0756
H -1.52 0.37 -0.19 -0.1258
H 0.81 1.20 0.53 0.0741


#ii
9
Properties=species:S:1:pos:R:3:lowdin_charge:R:1 method="wB97M-V/def2-TZVPD" e_lumo_ev=-1.08 homo_energy_ev=-8.9
C -0.97 -0.40 -1.03 0.0212
C -1.34 0.69 -0.37 -0.2209
C 2.27 0.05 0.93 -1.1284
F -0.46 1.30 0.44 -0.0584
Br 1.72 0.59 2.62 0.5876
Br 2.69 -1.71 0.68 0.5858
H -1.51 -0.91 -1.77 0.0315
H -0.03 -0.91 -0.98 0.0302
H -2.36 1.29 -0.51 0.1513


Which one sits at the bottom of the stability order? #i does.


#i
15
Properties=species:S:1:pos:R:3:lowdin_charge:R:1 method="wB97M-V/def2-TZVPD" e_lumo_ev=0.35 smiles=O.O.O.O.O homo_energy_ev=-10.5
O -2.38 -1.39 1.04 -0.0294
H -2.15 -2.32 1.07 0.0566
H -2.78 -1.21 1.89 0.0551
O 2.40 -0.02 -0.41 -0.0616
H 1.45 -0.13 -0.31 -0.0342
H 2.50 0.84 -0.82 0.0435
O -0.26 0.01 -0.18 -0.0495
H -0.52 0.23 -1.07 -0.0061
H -1.04 -0.38 0.21 0.0038
O 1.77 0.57 2.37 -0.0599
H 1.28 -0.05 2.91 0.0226
H 1.95 0.10 1.56 -0.0193
O -0.49 0.96 -2.71 -0.0304
H -1.11 1.09 -3.43 0.0574
H -0.65 1.69 -2.12 0.0513


#ii
15
Properties=species:S:1:pos:R:3:lowdin_charge:R:1 method="wB97M-V/def2-TZVPD" e_lumo_ev=-0.03 smiles=O.O.O.O.O homo_energy_ev=-10.9
O -2.81 -2.12 0.20 -0.0584
H -1.96 -1.70 0.28 -0.0258
H -2.62 -2.99 -0.14 0.0285
O 2.34 -0.25 -0.54 -0.0277
H 2.61 0.23 -1.32 0.0846
H 3.16 -0.50 -0.12 0.0821
O -2.21 1.48 -1.36 -0.0535
H -1.72 0.76 -0.95 -0.0054
H -2.91 1.68 -0.74 0.0310
O 1.92 2.12 0.96 -0.0508
H 2.00 1.29 0.48 -0.0363
H 1.72 1.86 1.86 0.0308
O -0.18 -0.71 0.31 -0.0408
H 0.62 -0.49 -0.16 -0.0104
H 0.05 -0.65 1.23 0.0521


Which one sits at the bottom of the stability order? #ii does.


#i
15
Properties=species:S:1:pos:R:3:lowdin_charge:R:1 method="wB97M-V/def2-TZVPD" e_lumo_ev=0.01 smiles=O.O.O.O.O homo_energy_ev=-9.7
O -1.28 -1.12 0.56 -0.1161
H -0.50 -1.69 0.59 0.0436
H -1.19 -0.65 -0.28 0.0727
O -0.03 0.85 0.50 -0.0821
H 0.39 0.27 1.14 0.0326
H -0.91 1.02 0.88 0.0557
O 2.71 -0.39 -0.11 -0.0491
H 2.17 -0.99 0.42 0.0205
H 2.08 0.00 -0.72 0.0289
O 0.06 4.01 -1.24 -0.0642
H 0.45 3.13 -1.35 0.0199
H 0.81 4.60 -1.15 0.0336
O -1.53 -3.11 -0.12 -0.0874
H -0.97 -3.31 0.63 0.0412
H -2.28 -2.63 0.26 0.0501


#ii
15
Properties=species:S:1:pos:R:3:lowdin_charge:R:1 method="wB97M-V/def2-TZVPD" e_lumo_ev=0.12 smiles=O.O.O.O.O homo_energy_ev=-10.3
O 0.41 0.47 0.34 -0.0421
H -0.50 0.35 0.59 0.0015
H 0.54 1.40 0.25 0.0602
O -2.17 -0.14 0.71 -0.0050
H -2.32 -0.44 -0.16 0.0399
H -2.87 -0.58 1.20 0.0643
O 0.79 -2.00 -0.73 -0.0530
H 0.29 -2.47 -0.11 -0.0064
H 0.78 -1.09 -0.39 -0.0180
O 2.09 -1.01 2.01 -0.0483
H 1.55 -0.43 1.53 -0.0552
H 1.51 -1.49 2.62 0.0447
O 0.20 2.41 -2.28 -0.0266
H -0.70 2.30 -2.37 -0.0220
H 0.40 2.71 -3.20 0.0661


Which one sits at the bottom of the stability order? #i does.


#i
15
Properties=species:S:1:pos:R:3:lowdin_charge:R:1 method="wB97M-V/def2-TZVPD" e_lumo_ev=0.13 smiles=O.O.O.O.O homo_energy_ev=-11.4
O -1.01 1.57 0.78 -0.0444
H -1.79 1.45 1.33 0.0384
H -0.50 0.77 0.92 0.0039
O 0.13 -0.96 -0.79 -0.0350
H -0.75 -0.88 -1.17 0.0109
H 0.00 -0.79 0.15 -0.0026
O -1.45 -0.72 -3.23 -0.0476
H -2.26 -0.77 -2.70 0.0389
H -1.74 -0.93 -4.12 0.0467
O 3.03 3.35 0.60 -0.0613
H 3.72 3.19 1.25 0.0299
H 2.59 4.15 0.91 0.0319
O 0.06 -3.50 1.87 -0.0508
H -0.15 -2.68 1.42 0.0062
H 0.12 -3.25 2.80 0.0349


#ii
15
Properties=species:S:1:pos:R:3:lowdin_charge:R:1 method="wB97M-V/def2-TZVPD" e_lumo_ev=-2.48 homo_energy_ev=-10.3
H 0.78 0.28 -0.52 0.0048
H 1.12 2.57 -1.81 0.3660
H 2.01 -1.38 0.23 0.0955
H 2.69 0.25 0.78 0.2185
H -0.20 -1.45 1.56 0.1890
H -0.02 0.04 0.74 0.0295
H -2.52 1.31 0.27 0.2089
H -1.03 1.93 -0.12 0.0647
H -2.32 -2.78 -0.74 0.2598
H -0.91 -1.23 -0.47 0.1181
O 0.64 1.32 -0.61 -0.3379
O 2.69 -0.59 -0.17 -0.3018
O 0.28 -0.93 0.74 -0.2133
O -1.41 1.44 0.76 -0.2644
O -2.16 -1.19 -0.71 -0.4376


#iii
15
Properties=species:S:1:pos:R:3:lowdin_charge:R:1 method="wB97M-V/def2-TZVPD" e_lumo_ev=0.18 homo_energy_ev=-6.9
H 0.76 1.16 0.54 -0.0079
H 0.49 0.55 1.91 0.0270
H -4.09 -1.41 0.90 0.0342
H -2.65 -1.24 0.45 0.0257
H 1.19 -1.11 -1.03 0.0692
H 2.19 -0.22 -1.75 0.0776
H -1.78 2.55 -0.73 0.0416
H -1.36 1.47 -1.71 0.0381
H 2.80 -0.34 0.91 0.0598
H 2.11 -1.60 0.41 0.0609
O 0.46 1.39 1.43 -0.0682
O -3.51 -1.54 0.14 -0.0637
O 1.79 -0.37 -0.89 -0.1246
O -1.25 1.74 -0.80 -0.0590
O 2.84 -1.01 0.21 -0.1107


#iv
15
Properties=species:S:1:pos:R:3:lowdin_charge:R:1 method="wB97M-V/def2-TZVPD" e_lumo_ev=0.55 smiles=O.O.O.O.O homo_energy_ev=-10.1
O -0.88 -1.05 1.23 -0.0570
H -1.62 -1.61 0.96 0.0267
H -0.15 -1.33 0.66 0.0159
O -5.15 -0.48 -0.72 -0.0626
H -4.53 -0.50 0.02 0.0280
H -5.42 0.44 -0.78 0.0343
O 2.48 -1.74 -0.12 -0.0727
H 3.21 -2.20 0.33 0.0618
H 2.02 -2.45 -0.58 0.0565
O 0.36 3.03 0.30 -0.0583
H 0.01 3.35 1.14 0.0325
H 0.19 3.75 -0.32 0.0281
O 3.17 0.26 -0.58 -0.0933
H 2.90 0.87 -1.28 0.0380
H 3.54 -0.49 -1.05 0.0221


Which one sits at the bottom of the stability order? #ii does.


#i
15
Properties=species:S:1:pos:R:3:lowdin_charge:R:1 method="wB97M-V/def2-TZVPD" e_lumo_ev=0.45 smiles=O.O.O.O.O homo_energy_ev=-11.6
O -0.59 -0.13 0.11 -0.0651
H -1.21 -0.37 0.81 0.0350
H 0.27 -0.30 0.50 0.0225
O 3.46 -0.05 -3.22 -0.0605
H 4.17 0.21 -2.62 0.0265
H 3.11 -0.86 -2.82 0.0367
O -1.18 -3.74 0.82 -0.0653
H -1.02 -3.45 -0.08 0.0312
H -1.86 -4.42 0.73 0.0330
O -4.42 3.38 2.48 -0.0632
H -5.27 3.26 2.04 0.0321
H -3.78 3.05 1.84 0.0311
O 2.68 0.96 0.14 -0.0598
H 2.10 1.20 -0.59 0.0341
H 3.55 1.27 -0.13 0.0316


#ii
15
Properties=species:S:1:pos:R:3:lowdin_charge:R:1 method="wB97M-V/def2-TZVPD" e_lumo_ev=0.48 smiles=O.O.O.O.O homo_energy_ev=-11.1
O -0.04 1.78 0.38 -0.0662
H 0.82 1.39 0.12 0.0236
H 0.09 2.73 0.44 0.0643
O 1.85 0.11 -0.70 -0.0467
H 1.60 -0.42 0.08 0.0149
H 2.72 -0.08 -0.93 0.0377
O 0.60 -0.85 1.44 -0.0894
H 0.25 0.04 1.66 0.0518
H -0.21 -1.24 1.01 0.0199
O -1.72 -1.88 0.27 -0.1558
H -1.59 -1.31 -0.56 0.0249
H -2.51 -1.36 0.81 0.1523
O -0.92 0.11 -1.52 -0.0857
H 0.07 0.14 -1.64 0.0472
H -1.02 0.82 -0.87 0.0071


Which one sits at the bottom of the stability order? #i does.